Record 1
47
Properties=species:S:1:pos:R:3:forces:R:3 method="wB97M-V/def2-TZVPD" charge=-3 fmax_ev_per_a=10.47 lumo_ev=1.6
Na 0.314365 -0.016189 1.283350 -0.4 0.0 -0.6
Na 2.461445 -0.510559 4.607080 -0.3 -0.1 -0.3
N -1.722895 1.203431 -5.279090 4.4 -0.1 -5.7
S -0.075765 1.270591 -5.797400 2.8 -3.5 -2.8
O 0.583585 -0.061999 -5.605540 -1.8 3.7 -0.4
O 0.722265 2.476131 -5.617760 -1.6 -1.5 0.2
F -0.299645 1.290801 -7.412460 -0.5 0.0 0.7
S -1.360045 1.631281 -3.899290 -3.9 0.6 9.7
O -1.277605 3.039411 -3.580250 0.9 -0.8 -0.8
O -0.800205 0.655531 -2.969670 2.0 1.1 -1.4
F -2.838645 1.301581 -3.424320 -2.3 0.6 0.4
N 1.731975 -2.843879 1.974140 2.6 -1.9 -3.4
S 2.638645 -3.557929 0.606660 3.1 2.8 -2.4
O 1.837485 -4.153219 -0.428230 1.1 0.5 1.4
O 3.962445 -4.091299 0.976780 -3.0 0.6 -0.2
F 3.041135 -2.112549 -0.017520 -0.4 -0.7 0.6
S 1.310635 -4.302359 2.389510 -7.8 -2.8 3.3
O 2.071965 -5.040449 3.327080 2.7 -0.8 -0.4
O 0.347575 -5.073539 1.559560 3.1 1.9 1.1
F 0.296095 -3.744489 3.496670 -1.1 1.2 0.6
N -6.337895 -2.830659 0.996820 1.3 3.4 4.2
S -5.058775 -2.256519 1.995220 0.6 1.5 1.8
O -3.738885 -1.904369 1.407110 -3.4 -0.7 0.9
O -5.020225 -2.912949 3.300530 -0.3 1.1 -2.0
F -5.810035 -0.846609 2.235850 0.7 -0.7 0.1
S -5.491465 -3.762909 0.208450 -0.3 -4.4 -9.1
O -4.657985 -4.692909 0.868890 1.3 -0.2 1.1
O -5.131005 -3.281449 -1.131640 0.3 -0.2 2.4
F -6.696175 -4.789689 -0.300000 -0.2 0.3 0.7
N -0.086745 2.067001 3.956560 4.2 3.1 -1.0
S 0.185145 3.682351 3.563980 3.1 4.0 0.2
O -0.056265 4.753401 4.545160 -0.2 -2.9 -1.1
O -0.139575 3.980981 2.216120 -0.3 -0.8 -0.1
F 1.845545 3.785451 3.539460 -1.2 -1.4 0.2
S -1.552185 2.188561 4.336400 -7.6 -0.6 1.8
O -2.470115 2.283141 3.184180 1.9 0.9 2.3
O -1.864465 2.792651 5.646730 0.7 -0.3 -2.8
F -1.710565 0.707861 4.691450 0.0 -2.6 0.5
N 4.857945 3.412991 -2.968840 -1.9 0.0 3.5
S 5.392745 1.980581 -2.812230 2.5 -4.0 -6.4
O 4.650455 1.034281 -3.643760 0.7 0.6 2.2
O 6.129245 1.602581 -1.667580 -0.6 -0.5 2.5
F 6.684955 2.134751 -3.778690 0.4 0.8 -0.6
S 3.687815 3.250111 -1.746260 -4.4 1.1 -2.0
O 3.919065 4.119381 -0.636500 0.9 -1.0 0.9
O 2.849625 2.005391 -1.644650 3.4 2.6 0.6
F 2.675025 4.136291 -2.552080 -0.7 0.5 -0.4


Record 2
46
Properties=species:S:1:pos:R:3:forces:R:3 method="wB97M-V/def2-TZVPD" charge=-3 fmax_ev_per_a=12.12 lumo_ev=-2.8
Pb -13.382431 2.122327 -18.741216 0.1 0.0 0.0
N -12.452383 -0.159983 -23.214858 1.7 2.5 -2.6
S -12.892667 -1.580257 -23.436056 -3.8 -6.9 1.5
O -11.843796 -2.581819 -23.371289 -0.8 1.0 -0.6
O -14.034675 -1.827961 -24.313810 1.8 0.5 0.6
F -13.640164 -1.834037 -21.991156 0.5 0.7 -0.1
S -11.679565 0.076840 -24.723547 0.1 3.2 -0.3
O -12.565175 0.080139 -25.904261 2.1 -0.2 2.8
O -10.318129 -0.359761 -24.756414 -0.9 -1.2 -0.5
F -11.367245 1.599434 -24.369292 -0.9 0.5 -0.4
N -15.108709 7.142601 -11.108786 -8.2 -6.4 -3.7
S -13.876635 7.784886 -11.411167 10.2 5.5 3.4
O -13.706402 8.731469 -12.458120 -0.6 -0.3 -1.7
O -12.677739 7.202188 -10.865484 0.8 -2.0 -2.0
F -14.034773 8.694289 -10.151879 -0.8 3.1 2.0
S -15.568191 6.488260 -12.626501 -2.4 -0.9 0.3
O -14.553693 5.924149 -13.514191 -1.1 1.9 1.0
O -16.749953 7.230903 -13.088302 2.6 -1.5 0.4
F -16.136411 5.101682 -12.073776 -0.5 0.5 0.3
N -16.831324 -0.466228 -15.979204 -5.8 1.9 -2.5
S -16.523816 -1.468610 -14.944992 7.5 -7.2 6.2
O -16.648873 -2.922739 -15.276429 -0.6 3.4 0.5
O -16.536881 -1.152122 -13.522801 -1.6 0.0 -1.5
F -14.929726 -1.245753 -15.139191 1.0 -0.1 -0.6
S -18.537092 -0.844115 -15.876409 -2.3 0.4 -4.6
O -19.212762 -0.454589 -14.698697 0.4 0.3 0.8
O -19.009857 -2.021950 -16.577367 1.3 0.7 1.2
F -18.941836 0.230362 -16.968964 0.2 0.9 0.1
N -8.493175 1.728749 -17.177276 1.9 -2.8 -1.0
S -7.319095 2.735063 -17.344486 -0.3 7.2 0.1
O -6.993095 3.218689 -18.647132 -0.5 -0.6 -0.3
O -6.286689 2.627839 -16.407301 2.4 -1.5 1.2
F -8.011840 4.020962 -16.654619 -1.1 -0.1 -0.7
S -7.385007 0.410518 -17.353712 -0.1 -3.4 1.9
O -6.912641 -0.120013 -16.071230 -1.4 0.9 -2.3
O -6.353534 0.483818 -18.390650 -2.7 -0.3 1.1
F -8.624392 -0.589756 -17.769102 1.5 0.6 -0.2
N -15.140571 6.476608 -20.583429 -2.7 -1.8 -3.8
S -14.531288 7.854805 -20.474720 6.6 6.5 4.9
O -15.301526 8.961159 -19.918706 0.2 -1.8 -1.5
O -13.400424 8.215039 -21.345532 -2.5 -0.8 0.3
F -13.620863 7.482837 -19.111297 -0.8 -0.4 -0.7
S -15.933471 6.763187 -22.059927 -4.4 -1.1 -0.7
O -15.241898 6.907366 -23.278213 2.1 -0.8 -0.3
O -17.070404 7.644915 -22.014325 0.7 -0.1 1.4
F -16.685709 5.343903 -22.176063 1.0 -0.1 0.5


Record 3
26
Properties=species:S:1:pos:R:3:forces:R:3 method="wB97M-V/def2-TZVPD" charge=-1 fmax_ev_per_a=4.35 lumo_ev=-5.9
In 0.414736 0.429149 -0.326145 -0.7 -0.6 0.3
N 1.998966 -2.784921 0.246945 0.1 -2.9 3.2
O 1.178996 -2.409291 1.089425 0.6 -1.1 -0.5
O 2.639256 -3.872591 0.326395 -1.7 3.3 -0.9
O 2.189166 -1.954011 -0.637005 0.3 1.5 -1.6
P -2.050594 -0.231711 2.498755 0.9 -1.8 2.3
F -1.675884 -1.059291 1.148675 -0.4 0.6 -1.4
F -2.079954 -1.707561 3.290075 -0.3 1.3 -0.4
F -0.407444 -0.305101 2.749555 0.4 0.9 -0.2
F -2.207534 0.574499 3.892945 -0.3 -0.3 -1.3
F -1.781394 1.233029 1.670355 -0.7 -1.5 0.1
F -3.646594 -0.397051 2.254985 1.6 1.2 -0.3
P -0.952874 -2.312641 -2.843645 -2.1 1.3 -0.1
F -1.205564 -1.853871 -1.323075 0.4 0.7 2.8
F -2.037874 -3.501031 -2.575645 1.4 0.1 -0.8
F -2.141754 -1.284811 -3.145395 -0.6 0.1 -1.4
F -0.761124 -2.638581 -4.416105 0.4 -0.1 1.5
F 0.067096 -0.965691 -2.930385 0.7 0.5 -0.3
F 0.304386 -3.079691 -2.285635 0.6 -1.6 -0.9
P 1.739676 4.071419 0.178455 1.2 2.0 1.3
F 2.482716 5.073449 -0.932855 -2.0 -1.0 1.2
F 2.548016 4.829749 1.407145 -0.4 -0.9 -1.5
F 0.403316 4.993599 0.500035 1.7 -0.6 -1.2
F 1.226036 2.979659 1.230025 -1.1 -1.1 1.7
F 0.898886 3.200139 -0.901965 -2.0 0.0 -2.1
F 2.857346 2.973149 -0.165905 2.2 0.0 0.2


Record 4
7
Properties=species:S:1:pos:R:3:forces:R:3 method="wB97M-V/def2-TZVPD" charge=0 fmax_ev_per_a=3.63 smiles=O[Si](O)(F)F lumo_ev=0.2
O 0.933568 0.660225 1.045042 0.8 -0.6 0.1
O 0.147046 -0.863917 -1.076483 1.6 1.4 -0.3
F -1.482916 -0.438197 0.914384 1.4 0.9 -1.1
F -0.678020 1.666388 -0.534094 -0.1 -1.8 0.1
Si -0.231421 0.203179 0.047104 -2.7 2.1 1.2
H 1.772704 0.330180 0.712275 0.4 0.1 0.4
H -0.460961 -1.557858 -1.108228 -1.4 -2.0 -0.4


Record 5
5
Properties=species:S:1:pos:R:3:forces:R:3 method="wB97M-V/def2-TZVPD" charge=0 fmax_ev_per_a=1.55 lumo_ev=-1.4
N -0.401705 -0.272123 0.741893 0.9 -0.2 0.5
F 2.186442 0.096953 -0.267032 -0.3 -1.0 0.3
F -2.548712 0.153137 -0.451876 0.4 0.7 -0.3
S -0.992968 0.685358 -0.127430 -1.4 -0.6 -0.2
H 1.756944 -0.663327 0.104444 0.5 1.1 -0.3


Record 6
5
Properties=species:S:1:pos:R:3:forces:R:3 method="wB97M-V/def2-TZVPD" charge=0 fmax_ev_per_a=8.31 lumo_ev="0.3 / -3.3" multiplicity=3
N 0.468506 -0.067800 0.015149 7.4 -0.4 3.7
F 0.786501 -1.374145 -0.308089 -0.7 -1.4 -0.7
F -2.092944 0.501879 0.501922 -2.6 -0.3 1.3
S -0.764487 0.668036 -0.565675 -0.3 2.1 -2.6
H 1.602424 0.272028 0.356695 -3.9 0.0 -1.7


Record 7
11
Properties=species:S:1:pos:R:3:forces:R:3 method="wB97M-V/def2-TZVPD" charge=+2 fmax_ev_per_a=12.81 lumo_ev="-9.6 / -13.6" multiplicity=2
K 18.950210 9.149334 -3.188054 0.1 -0.3 0.6
K 16.909059 13.241972 -9.290803 -0.1 0.2 -0.2
N 18.087408 10.509010 -5.429172 1.5 2.7 -1.2
S 18.975944 11.592871 -6.401948 8.6 6.8 -0.1
O 18.335485 12.744191 -7.054308 -0.3 -3.0 1.8
O 20.150702 11.074590 -7.138785 -3.8 -0.1 1.8
F 19.747982 12.241647 -5.126672 -1.7 -0.8 -1.1
S 17.543514 9.845200 -6.684862 -8.7 -9.3 -1.7
O 18.444981 8.969311 -7.423452 -1.3 2.2 0.7
O 16.370574 10.515320 -7.333155 3.7 -0.6 0.9
F 16.641570 8.688603 -5.787845 1.9 2.1 -1.5


Record 8
39
Properties=species:S:1:pos:R:3:forces:R:3 method="wB97M-V/def2-TZVPD" charge=-1 fmax_ev_per_a=2.58 lumo_ev=-1.1
Na 2.210208 1.456032 2.271309 0.4 -0.6 -0.6
Na -3.277248 0.278286 1.290297 0.2 -0.9 -0.5
Na 1.777715 4.209539 -1.740883 -0.2 -0.6 0.8
Na -3.374823 1.701754 -3.849798 0.5 -0.5 0.6
P -0.161912 -3.893767 -1.303234 1.0 0.8 -0.6
F -1.425844 -4.787718 -0.897272 -0.3 0.0 0.3
F 0.679095 -4.441025 -0.045905 0.1 -0.4 0.0
F 0.357655 -5.105312 -2.254605 0.1 -0.1 0.1
F 1.160456 -3.015126 -1.784049 -0.6 -0.3 0.3
F -0.989988 -3.272417 -2.557363 -0.2 0.0 -0.2
F -0.660890 -2.648996 -0.391100 -0.1 -0.1 0.0
P -4.812432 -2.561485 0.551100 0.4 -2.5 0.5
F -4.006482 -1.748038 -0.594539 -0.7 1.0 0.0
F -5.063740 -1.232406 1.573715 1.2 1.1 -0.7
F -6.196870 -2.156302 -0.148360 -0.2 0.0 -0.2
F -5.556922 -3.373410 1.739277 0.1 0.1 -0.1
F -4.731599 -3.963420 -0.250454 0.1 1.0 -0.2
F -3.334783 -2.784071 1.196057 -0.9 0.2 0.7
P 4.588408 -0.189385 0.611738 0.3 -0.3 -1.0
F 4.784616 -1.703873 0.138037 0.2 0.1 1.1
F 5.448847 -0.279556 1.993849 -0.3 -0.5 -0.6
F 5.929351 0.212026 -0.199798 -0.2 0.3 0.2
F 4.308869 1.398310 0.964530 -0.1 0.4 0.5
F 3.664505 0.046854 -0.686843 -0.1 0.2 -0.1
F 3.242454 -0.583278 1.479518 -0.1 0.3 0.2
P -0.681311 1.000925 -1.079495 1.6 -1.7 1.0
F -1.880110 1.445156 -2.097514 -1.1 1.0 -1.4
F -1.619582 -0.228232 -0.670079 0.1 0.1 0.3
F 0.033285 0.180602 -2.240743 -0.5 0.6 0.1
F 0.477688 0.607453 -0.043573 -0.3 0.2 -0.1
F 0.132731 2.368858 -1.504369 0.1 0.2 -0.5
F -1.403613 1.879870 0.091643 -0.5 0.3 0.2
P 1.509725 4.469516 1.532171 -1.8 0.9 -0.2
F 2.462233 4.367293 2.790215 0.0 0.2 0.4
F 0.704966 5.761061 2.069305 0.7 -0.2 0.0
F 2.539752 5.420940 0.712116 0.1 0.0 0.1
F 0.563018 4.444280 0.194274 -0.2 0.5 -0.7
F 2.245655 3.175306 0.906853 0.2 -0.5 -0.2
F 0.356912 3.543755 2.233970 0.9 -0.5 0.2


Record 9
39
Properties=species:S:1:pos:R:3:forces:R:3 method="wB97M-V/def2-TZVPD" charge=-1 fmax_ev_per_a=3.48 lumo_ev=-1.8
Na -0.102138 31.969870 5.924001 -0.3 -0.4 0.1
Na 4.991344 25.242467 2.798230 0.3 -0.2 0.1
Na 0.262301 22.089433 3.298437 0.2 0.2 -0.6
Na -4.682585 26.969427 5.016491 0.3 0.4 0.2
P -1.637688 22.844013 -1.866752 1.5 1.6 -2.6
F -0.208899 23.496359 -1.619650 1.3 -0.1 2.9
F -1.627624 21.899716 -0.497875 0.2 0.3 -1.2
F -2.337501 24.027037 -0.995137 0.0 -0.2 -0.2
F -3.096653 22.344858 -2.328425 0.6 -0.5 0.3
F -1.472119 23.790540 -3.235099 -2.5 0.7 -0.2
F -0.821406 21.795235 -2.819051 -1.2 -1.9 1.3
P 0.388257 26.998135 3.199590 -1.1 -1.2 -0.5
F 1.773641 27.548486 3.729139 0.7 0.5 -0.7
F 1.106424 25.806748 2.306854 0.2 0.7 0.3
F 0.379635 25.934559 4.445477 0.5 0.0 0.9
F -1.041396 26.381001 2.887384 -1.5 -0.4 -0.8
F -0.373599 28.134159 4.113875 0.3 0.2 -0.1
F 0.243945 27.908144 1.854941 0.9 0.0 1.3
P -4.404313 30.513223 7.897303 1.0 -1.2 0.8
F -5.484298 29.344845 7.469943 -0.2 0.8 -0.1
F -4.604312 30.013063 9.501186 0.6 1.1 -2.2
F -3.231925 29.335243 7.652531 0.0 0.6 1.2
F -3.293447 31.675194 8.284439 0.0 -1.3 0.0
F -4.101204 30.791281 6.301935 -0.9 0.9 0.1
F -5.497599 31.676605 8.022208 -0.2 -1.0 -0.3
P 4.941202 20.914859 0.663065 1.5 0.5 1.1
F 4.592807 21.397652 2.173315 -0.2 0.5 1.6
F 5.359975 19.460276 1.286487 -1.0 -0.1 -1.1
F 3.374197 20.554647 0.590638 0.1 -0.7 -1.1
F 5.268800 20.508090 -0.887338 -0.5 0.2 1.7
F 4.620996 22.474315 0.232409 0.3 -0.5 -0.5
F 6.505999 21.320577 1.015412 -0.5 0.4 -1.2
P 7.850294 26.625051 5.758506 2.5 0.5 0.1
F 6.979781 27.797513 5.109138 -2.1 0.2 0.1
F 6.587988 25.672613 6.001148 -0.2 -0.7 -1.1
F 8.156666 26.142581 4.198333 -1.3 -1.0 0.0
F 8.951751 25.472381 6.190899 -1.5 0.6 0.7
F 9.062632 27.634985 5.546740 1.3 0.6 1.1
F 7.546839 27.173091 7.305510 0.9 -0.3 -1.2


Record 10
7
Properties=species:S:1:pos:R:3:forces:R:3 method="wB97M-V/def2-TZVPD" charge=0 fmax_ev_per_a=4.80 lumo_ev=0.1
F 1.543950 0.956022 0.278345 -0.3 -0.3 -0.4
F 1.034072 -0.357198 -1.902963 -0.1 0.4 -0.1
F 0.981672 -2.000436 0.356117 -1.0 4.4 -1.5
Si 0.561175 -0.058114 -0.438651 1.1 -4.3 1.9
P -1.577756 0.104376 0.102578 0.7 -0.8 0.8
H -0.956819 -0.155444 1.436571 -0.8 0.5 -1.0
H -1.586297 1.510794 0.168002 0.3 0.2 0.2


Record 11
7
Properties=species:S:1:pos:R:3:forces:R:3 method="wB97M-V/def2-TZVPD" charge=0 fmax_ev_per_a=4.55 lumo_ev=-0.9
F 1.348962 -1.440635 -0.455788 -0.1 0.6 0.4
F -0.934159 -1.062492 -1.283294 0.1 0.8 0.6
F -0.910047 -2.052142 1.553481 1.7 2.8 -2.8
Si 0.039081 -0.620504 -0.106966 -1.6 -4.0 1.5
P 0.536375 1.435682 0.529295 0.1 0.0 0.5
H 0.701434 1.830305 -0.807265 0.1 -0.1 -0.4
H -0.781645 1.909786 0.570537 -0.3 -0.1 0.0


Record 12
9
Properties=species:S:1:pos:R:3:forces:R:3 method="wB97M-V/def2-TZVPD" charge=0 fmax_ev_per_a=1.95 lumo_ev=-1.8
F -2.579254 1.313416 1.451040 1.3 0.5 0.5
F -2.449846 -1.034222 0.893263 0.6 -0.3 -0.3
F -2.999187 0.735860 -0.755672 -0.2 0.1 -1.9
Si 1.125258 -0.400469 -0.594007 -1.0 1.6 0.4
Si -1.931635 0.375899 0.324550 0.4 -1.2 1.0
S 2.498976 -0.385929 0.992406 0.7 -0.1 0.9
H 1.095027 -1.606745 -1.361098 -0.5 -1.0 -0.1
H 1.742992 0.564623 -1.480319 -0.3 0.6 -0.4
H 3.497669 0.437566 0.529838 -1.0 -0.4 -0.1


Record 13
5
Properties=species:S:1:pos:R:3:forces:R:3 method="wB97M-V/def2-TZVPD" charge=0 fmax_ev_per_a=1.91 lumo_ev="-1.1 / -0.8"
N -1.382449 0.270700 0.561285 -0.5 -0.2 -0.4
F -2.219332 -0.257325 -0.352042 0.2 0.2 0.4
F 1.213963 1.229200 -0.039762 -0.5 -0.7 -0.5
F 1.666834 -1.036852 0.423388 -0.6 0.2 -0.7
S 0.720985 -0.205721 -0.592867 1.4 0.5 1.2